ORCA calculation (the ωB97M-V functional and the def2-TZVPD basis) on a gas-phase ion, C2HN2S3 (charge -1) at a distorted geometry.

Its SMILES is S=c1cnn([S-])s1. The value obtained for the energy is -1380.88031 Eh. As for the HOMO energy: -3.68 eV. The net charge is -1.

Each atom is followed by the atoms it is bonded to, with distances in Å.
CARTESIAN COORDINATES (ANGSTROEM)
1 C 0.278 -0.939 0.402  C2 1.384, N3 1.309, H8 1.048
2 C 0.513 0.262 1.050  C1 1.384, S6 1.668, S7 1.833
3 N -0.290 -0.884 -0.776  C1 1.309, N4 1.300
4 N -0.387 0.350 -1.174  N3 1.300, S5 1.933, S7 1.709
5 S -1.575 0.876 -2.604  N4 1.933
6 S 1.154 0.672 2.534  C2 1.668
7 S 0.106 1.607 -0.127  C2 1.833, N4 1.709
8 H 0.201 -1.943 0.694  C1 1.048



ORCA calculation (the ωB97M-V functional and the def2-TZVPD basis) on a gas-phase ion, C7H18P (charge +1) at a distorted geometry.

The value obtained for the energy is -618.57392 Eh. As for the HOMO energy: -14.74 eV. The net charge is +1.

Each atom is followed by the atoms it is bonded to, with distances in Å.
CARTESIAN COORDINATES (ANGSTROEM)
1 C 0.647 -0.947 -2.935  C7 1.557, H9 1.056, H10 1.111, H11 1.118
2 C 2.025 0.015 -0.903  C7 1.577, H12 1.138, H13 1.043, H14 1.119
3 C -0.239 1.992 1.301  P8 1.761, H15 1.071, H16 1.137, H17 1.017
4 C -2.411 0.095 1.500  P8 1.804, H18 1.094, H19 1.037, H20 1.157
5 C 0.318 -0.851 2.146  P8 1.861, H21 1.032, H22 1.083, H23 1.023
6 C -0.540 -0.120 -0.799  C7 1.565, P8 1.920, H24 1.162, H25 1.192
7 C 0.751 -0.777 -1.391  C1 1.557, C2 1.577, C6 1.565, H26 1.093
8 P -0.672 0.301 1.070  C3 1.761, C4 1.804, C5 1.861, C6 1.920
9 H 0.619 -1.972 -3.188  C1 1.056
10 H 1.385 -0.417 -3.576  C1 1.111
11 H -0.288 -0.524 -3.379  C1 1.118
12 H 2.674 -0.252 -1.799  C2 1.138
13 H 2.381 -0.149 0.064  C2 1.043
14 H 1.689 1.063 -1.103  C2 1.119
15 H 0.776 2.276 1.106  C3 1.071
16 H -0.441 2.334 2.366  C3 1.137
17 H -0.642 2.595 0.590  C3 1.017
18 H -2.614 0.060 2.574  C4 1.094
19 H -2.754 -0.831 1.182  C4 1.037
20 H -2.843 1.062 1.033  C4 1.157
21 H 0.622 -1.776 1.804  C5 1.032
22 H -0.205 -1.036 3.075  C5 1.083
23 H 1.268 -0.610 2.438  C5 1.023
24 H -0.771 0.891 -1.324  C6 1.162
25 H -1.538 -0.723 -1.042  C6 1.192
26 H 0.802 -1.701 -0.809  C7 1.093



ORCA calculation (the ωB97M-V functional and the def2-TZVPD basis) on 2 unconnected molecules or ions with the total composition C4H8O2S at a distorted geometry.

The value obtained for the energy is -705.67123 Eh. As for the HOMO energy: -8.42 eV.

Each atom is followed by the atoms it is bonded to, with distances in Å.
CARTESIAN COORDINATES (ANGSTROEM)
1 C -1.960 -0.102 1.750  C3 1.442, O6 1.204, H8 1.098
2 C 0.345 -0.115 -1.668  O5 1.481, S7 1.739, H9 1.098
3 C -2.015 -1.337 1.008  C1 1.442, H10 1.115, H11 0.984, H12 1.072
4 C 2.402 1.470 -0.483  S7 1.926, H13 1.148, H14 1.065, H15 1.071
5 O 1.378 0.083 -2.710  C2 1.481, S7 1.587
6 O -1.275 -0.063 2.740  C1 1.204
7 S 2.041 -0.235 -1.304  C2 1.739, C4 1.926, O5 1.587
8 H -2.581 0.704 1.337  C1 1.098
9 H 0.024 -1.155 -1.817  C2 1.098
10 H -1.247 -1.149 0.221  C3 1.115
11 H -2.826 -1.618 0.525  C3 0.984
12 H -1.524 -2.122 1.548  C3 1.072
13 H 1.842 2.316 -1.021  C4 1.148
14 H 3.414 1.767 -0.624  C4 1.065
15 H 1.981 1.556 0.498  C4 1.071